This record from the Open Molecules 2025 dataset describes a structure of composition C57H65BrF3N5O9PPtS3Sb. The level of theory is the ωB97M-V functional and the def2-TZVPD basis.

Positions of all 146 atoms, in Å:
1 C 4.0502 -1.6163 -0.9124
2 H 0.9556 -5.1157 -1.3851
3 H -3.7697 -2.3460 -4.2518
4 Sb 3.1423 -0.2102 0.4330
5 C -1.6483 -7.2218 -2.0136
6 H -2.7118 3.1768 1.6031
7 O -4.3166 -3.8376 0.0268
8 C 5.2965 -3.2727 -2.7435
9 C 2.9946 -1.7009 4.5476
10 H 1.4192 1.6203 -1.6587
11 H -1.1772 5.7959 1.4757
12 H -0.1793 5.2535 -0.6187
13 C -1.7797 -0.3402 -3.1702
14 H -2.2604 -0.7637 -6.4397
15 O -0.0749 -0.0004 1.4540
16 C 0.2733 0.8843 5.4690
17 C 2.9468 -1.4878 2.1302
18 H -2.6921 2.8485 -2.6921
19 N -0.9143 -1.1109 5.9877
20 H -1.4745 -2.2810 4.3775
21 H -0.2007 -5.4970 -6.5591
22 H 1.0704 2.9324 0.5357
23 O -0.1108 -0.7007 -6.9386
24 H 3.3905 -0.5198 -2.6409
25 C -0.3369 -6.7757 -1.8709
26 O -4.1438 -3.3534 -2.3771
27 H -2.5812 5.0751 -3.3213
28 O -1.0467 1.7615 -0.4892
29 H 3.5344 2.8660 -2.0245
30 N -0.6154 -0.3070 -2.5220
31 H 1.4074 -0.5789 -3.1731
32 H -5.2875 2.0518 -2.0754
33 H -3.9955 -2.4613 -6.0045
34 S 0.3769 -2.3441 -0.7796
35 H 5.4956 -0.6899 2.7087
36 C -2.6537 3.5111 -1.8157
37 C -1.1311 -3.1617 -0.9433
38 C -5.2352 4.1455 -2.6512
39 H 4.9283 -2.9019 0.5745
40 C 2.6523 -3.0299 4.4076
41 C -0.5257 -0.9306 2.2625
42 H 0.6634 1.2729 3.3887
43 H 2.8940 4.1317 -4.0696
44 F 2.5198 -3.7858 5.5142
45 C -1.4391 -3.7352 -6.8154
46 H -2.1651 -4.2775 -7.4204
47 C -1.1315 -4.6266 -1.2438
48 O -1.1332 -3.3766 -4.2252
49 C -3.1145 -0.1192 -2.5665
50 C 0.3683 -0.5258 -3.4353
51 H -0.7412 4.8070 -3.6161
52 H -2.4381 5.2635 0.4022
53 C 5.8881 0.0528 2.0258
54 C 2.5887 -2.8309 2.0368
55 C -1.5757 4.9131 0.9707
56 C 7.1935 0.4914 2.2100
57 H 1.3523 6.0673 -3.8733
58 H 2.4137 3.8190 -1.0769
59 C -5.1290 3.0253 -1.6067
60 H -2.9744 0.2889 -1.5695
61 S -3.4940 -3.7002 -1.1344
62 H 1.7504 1.9186 -3.3590
63 C -2.9000 4.9688 -2.2858
64 N -2.2914 -2.6036 -0.8743
65 C 2.4378 -3.6118 3.1744
66 C -3.2677 -2.2583 -5.2176
67 H -3.4360 -0.1300 -5.3027
68 H 3.4549 5.2299 -2.8137
69 H -1.8339 -8.2356 -2.3427
70 P -0.9912 3.1250 -1.1449
71 N -1.5740 -0.5214 -4.4972
72 H 1.1000 5.7090 -2.1736
73 F 5.9023 -4.0868 -3.6325
74 C 0.2062 4.2814 -3.5423
75 C 3.9444 -1.3815 -2.2795
76 H 7.4044 2.6687 -0.3755
77 H -3.6991 0.5712 -3.1785
78 H 0.4281 4.8837 2.7742
79 C -2.0067 3.8913 2.0272
80 H -3.8537 3.7494 -0.0359
81 H 1.6162 4.6030 0.6670
82 C 0.0908 3.0435 -2.6329
83 C -2.6510 -0.8741 -5.4363
84 H 0.4803 -7.4540 -2.0789
85 H -3.5528 2.0800 -0.4467
86 C 1.3159 5.2544 -3.1455
87 H 1.3319 3.3882 2.8477
88 C 5.6625 1.4848 0.1286
89 C -0.2970 0.0013 6.3730
90 H 5.0819 1.8784 -0.6981
91 H 0.5487 -4.0016 -5.9997
92 C -0.0623 -5.4706 -1.4828
93 H -3.7437 -6.7118 -1.8671
94 H 3.1333 -1.2792 5.5343
95 H -0.7412 2.1450 2.1307
96 O -2.9888 -4.8374 -5.0318
97 C -2.7213 -6.3769 -1.7594
98 C -0.9738 -1.3708 4.6827
99 H -3.6611 -1.0582 -2.4704
100 H -2.5384 4.4279 2.8159
101 C 5.1001 0.5409 0.9861
102 H 3.3913 0.1120 3.5045
103 H -0.5039 2.2956 -3.1778
104 H -0.9537 2.9537 3.6794
105 C -0.2022 -0.6331 -4.6564
106 Br 1.1385 2.4499 6.0898
107 C 2.6563 4.5345 -3.0788
108 F 8.9748 1.8521 1.5022
109 C 4.8154 -2.7000 -0.4843
110 H -6.2776 4.4328 -2.7915
111 H -4.5654 6.1911 -2.8872
112 H 2.4034 -3.2809 1.0691
113 Pt -0.3046 -0.2084 -0.5232
114 C 7.7056 1.4249 1.3337
115 O 1.7252 -0.7500 -5.8071
116 C -2.4263 -5.0881 -1.3683
117 H 7.8120 0.1139 3.0133
118 H -1.3445 -2.7170 -7.1868
119 H 2.1558 -4.6541 3.1151
120 H -2.3126 5.6792 -1.7007
121 C 4.5594 -2.2072 -3.2130
122 C 0.4882 3.8755 2.3539
123 H -5.9230 3.1432 -0.8667
124 C -3.7810 3.0563 -0.8721
125 O -1.0065 -1.9964 1.9437
126 H 0.4115 -4.3218 -7.7333
127 H 0.4356 3.9132 -4.5480
128 H 4.4683 -2.0358 -4.2772
129 N 0.5156 -0.7107 -5.8881
130 C 0.2151 0.6158 4.1185
131 C -0.4638 4.4162 0.0246
132 C -0.4230 -0.5432 3.7121
133 S -2.1707 -3.6667 -5.1886
134 C -0.8098 3.1222 2.6111
135 H -4.6749 5.6601 -1.2212
136 H -4.8774 3.7974 -3.6264
137 C 6.9646 1.9373 0.2892
138 C 3.1298 -0.9364 3.3976
139 H -0.2510 0.1987 7.4379
140 C -4.3888 5.3405 -2.2272
141 C 5.4447 -3.5354 -1.3946
142 C 1.4774 2.4056 -2.4155
143 C 0.7725 3.9369 0.8512
144 H 6.0499 -4.3734 -1.0760
145 C 2.5831 3.3982 -2.0679
146 C -0.0863 -4.4350 -6.7714

Properties
**Max |F|**: 0.70 eV/A
**Frontier orbital gap**: 6.99 eV
**LUMO level**: -1.12 eV
**Energy relative to the best compared isomer or geometry (same formula, charge and spin)**: 2.09 kcal/mol
**E_tot**: -215816.2156 eV

These are the Mulliken partial charges, in e, on atoms 1 to 99: 0.66, 0.58, 0.31, -0.60, -0.55, 0.15, -0.76, 0.21, -0.75, -0.98, 0.63, 0.36, 1.61, 0.75, 0.56, -0.13, 1.15, 0.62, -0.68, 0.61, 0.36, -0.26, -0.73, -0.12, -0.84, -0.72, 0.39, -2.13, 0.17, 0.34, -0.09, 0.17, 0.69, -0.68, 0.35, 0.42, 0.85, -0.65, 0.43, 0.11, -0.23, 0.75, 0.39, -0.40, -0.60, 0.54, -0.30, -0.27, -2.31, -0.06, -0.02, 0.65, -0.19, -0.67, -1.78, -0.75, 0.45, -0.10, -1.04, -0.30, 1.19, 0.86, -1.20, -0.47, -0.80, -0.87, 0.38, 0.45, 0.43, 0.72, 0.60, 0.18, -0.36, -0.86, -0.29, 0.48, 0.92, 0.46, -0.90, 0.64, 0.37, 1.55, -1.36, 0.44, 0.12, -0.64, 0.70, -0.37, -0.24, 0.24, 0.27, -0.62, 0.49, 0.50, -0.77, -0.71, -0.78, -0.34, 0.00